1.
Molecular formula: C38H86F12N7O10PS2
Method: DFT, ωB97M-V/def2-TZVPD

Structure (XYZ):
```
156
Properties=species:S:1:pos:R:3:forces:R:3:mulliken_charge:R:1
C 1.6472 -4.0226 2.8427 0.5 -0.4 0.1 -0.903
C 2.0922 -4.9668 1.7186 -2.6 -1.9 -1.8 0.546
O 1.3976 -5.8236 1.1632 3.0 3.3 2.1 -0.494
N 3.5237 -4.6566 1.1452 -3.0 1.9 -0.8 0.087
H 3.9570 -4.0140 1.7929 0.6 -0.3 0.2 0.360
H 3.9440 -5.5737 1.0982 1.4 -1.8 0.0 0.386
C 3.4350 -3.9067 -0.2169 -0.1 0.1 0.5 -0.796
H 0.7079 -4.2933 3.3251 -0.1 -0.3 -0.6 0.110
H 1.5729 -3.0014 2.4691 0.0 0.0 -0.3 0.544
H 2.3580 -4.0030 3.6688 0.4 -0.2 -0.1 0.168
H 4.4214 -3.7678 -0.6593 0.0 -0.6 0.2 0.377
H 3.0768 -2.8945 -0.0296 -0.2 -0.1 0.2 0.369
H 2.7388 -4.4074 -0.8898 0.3 -0.2 0.2 0.336
C 2.4462 -13.7340 6.8812 -0.3 0.0 -0.5 -1.181
C 1.2114 -12.9165 6.5707 -3.2 -1.1 -4.7 0.585
O 0.5175 -13.0372 5.5173 3.2 1.1 5.2 -0.432
N 0.8175 -11.8886 7.6490 3.0 -0.8 -2.8 0.470
H -0.1688 -11.9097 7.8653 -1.9 0.1 0.4 0.275
H 1.3769 -12.2848 8.3908 0.0 0.8 0.9 0.417
C 1.1598 -10.4527 7.2209 -0.9 0.0 1.3 -0.219
H 2.5541 -14.0908 7.9054 -0.2 0.2 0.1 0.430
H 3.3287 -13.1538 6.6116 0.1 0.2 0.1 0.326
H 2.4583 -14.6037 6.2242 -0.2 0.1 0.0 0.352
H 0.3495 -10.0874 6.5900 0.1 -0.3 0.0 -0.385
H 2.1310 -10.2254 6.7814 0.0 -0.9 0.0 0.568
H 1.0611 -9.9210 8.1673 0.1 0.2 -0.3 -0.242
C 8.2049 -4.5047 4.7337 0.0 0.9 -0.4 -1.205
C 7.3035 -5.6374 4.8699 2.4 -5.6 0.2 0.695
O 7.6059 -6.8369 4.6697 -2.4 5.4 1.1 -0.398
N 5.9463 -5.2761 5.4883 0.3 -1.0 0.0 0.535
H 5.5990 -4.3496 5.2854 0.6 0.6 0.0 0.462
H 5.2936 -5.8650 4.9910 -0.9 -1.3 -1.0 -0.099
C 5.7361 -5.6031 6.9347 -0.8 -0.1 0.2 -0.717
H 8.4616 -4.0264 5.6789 -0.1 -0.3 0.3 0.359
H 7.6287 -3.7457 4.2045 0.4 0.3 -0.5 0.356
H 9.1266 -4.8091 4.2378 -0.2 0.2 -0.1 0.347
H 4.7426 -5.1905 7.1101 0.2 0.2 0.5 0.084
H 6.5057 -5.2207 7.6053 0.0 0.1 -0.4 0.450
H 5.5798 -6.6735 7.0682 0.5 0.0 -0.3 0.392
C 4.1358 -0.9334 7.9387 -1.5 1.0 -1.1 -0.956
C 2.8353 -0.1480 7.4922 3.0 -1.7 1.7 0.426
O 2.8786 0.9510 7.1341 -0.9 1.6 -0.9 -0.314
N 1.5235 -0.8729 7.6656 0.2 -1.4 -1.3 0.011
H 1.3084 -0.8853 8.6524 0.1 -0.4 0.6 0.397
H 0.7748 -0.3263 7.2645 -0.3 0.5 -0.5 0.369
C 1.4937 -2.3065 7.0496 -0.2 0.0 1.2 -0.144
H 3.9623 -1.8045 8.5706 0.2 0.2 0.0 0.342
H 4.7923 -0.1551 8.3276 -0.2 -0.2 0.5 0.394
H 4.6093 -1.1874 6.9904 0.0 -0.5 0.0 0.264
H 2.3837 -2.8976 7.2651 0.2 0.6 0.3 0.039
H 1.3784 -2.3328 5.9660 -0.4 0.6 0.2 0.446
H 0.6988 -2.7983 7.6103 -0.2 -0.1 -0.6 -0.280
C -2.1777 -4.1246 6.5503 -0.3 0.7 0.8 -1.553
C -2.0101 -4.4354 8.0304 0.7 -0.1 0.4 1.414
C -3.0599 -3.7544 8.9185 0.3 -1.1 -0.3 -1.474
N -3.1996 -4.4954 10.2465 0.2 -0.1 -0.4 0.686
C -1.8404 -4.5882 10.9925 -1.0 -1.1 -1.2 -0.968
C -3.9056 -5.8472 10.0299 0.2 -0.4 1.1 -0.278
C -4.7273 -6.0435 11.3071 -0.5 -1.5 -0.1 -0.652
C -4.8497 -4.7447 12.0523 0.6 0.5 -0.1 -0.747
C -4.1597 -3.7823 11.1081 -0.5 2.3 1.0 -0.694
H -2.4038 -3.0583 6.5448 -0.2 0.1 -0.8 0.537
H -3.0212 -4.7065 6.1788 0.1 0.3 -0.3 0.543
H -1.2811 -4.2999 5.9558 -0.1 -0.2 0.2 0.075
H -1.0350 -4.1079 8.3908 0.3 -0.1 -0.1 -0.324
H -2.0076 -5.5197 8.1417 -0.2 -0.1 0.3 -0.088
H -4.0063 -3.8183 8.3814 -0.3 0.1 0.5 0.417
H -2.8511 -2.7105 9.1525 0.1 0.0 -0.1 0.451
H -1.9965 -4.8544 12.0379 -0.2 0.4 -0.1 0.479
H -1.2880 -3.6638 10.8238 -0.2 0.0 0.3 0.259
H -1.3194 -5.4314 10.5389 0.2 0.2 -0.1 0.223
H -3.1866 -6.6662 10.0424 0.2 0.3 -0.8 -0.079
H -4.5328 -5.8598 9.1385 0.4 0.4 -0.1 0.381
H -4.1849 -6.7980 11.8769 -0.4 0.0 0.3 0.288
H -5.7174 -6.4411 11.0839 0.2 -0.2 -0.1 0.485
H -4.3082 -4.7977 12.9968 -0.2 0.1 0.1 0.345
H -5.8684 -4.4134 12.2534 0.1 -0.2 0.0 0.294
H -3.6416 -3.0102 11.6769 0.3 0.0 -0.1 0.403
H -4.8459 -3.2013 10.4920 -0.2 -0.5 -0.3 0.580
C -3.2029 -12.5219 2.4980 -0.4 -0.1 -1.3 -1.662
C -2.5144 -11.4244 3.2387 0.6 1.4 -0.4 0.249
C -2.2905 -10.1253 2.3626 1.0 -1.2 1.4 -0.965
N -2.0466 -8.8366 3.1895 -0.1 0.4 -2.1 0.303
C -0.8932 -9.0195 4.2283 -1.9 -0.4 -1.2 -0.466
C -1.6603 -7.7610 2.1616 0.6 0.6 1.2 -0.919
C -1.9411 -6.4323 2.8950 0.4 -0.6 -2.2 -0.031
C -3.1669 -6.7304 3.7332 -0.1 -0.1 0.7 0.000
C -3.3962 -8.2585 3.6846 1.7 -0.4 0.7 -0.568
H -2.8272 -12.7574 1.5023 0.6 0.3 -0.1 0.385
H -4.1987 -12.1492 2.2581 -0.5 -0.7 0.5 0.407
H -3.1134 -13.4683 3.0314 -0.7 0.2 0.2 0.389
H -1.5202 -11.7723 3.5192 0.0 0.1 0.4 0.181
H -3.1172 -11.2133 4.1219 0.2 0.2 0.2 0.102
H -3.0372 -9.9474 1.5889 -0.2 0.2 0.4 0.645
H -1.3454 -10.3197 1.8556 0.0 0.3 -0.2 0.465
H -0.0776 -9.4403 3.6403 0.0 0.1 0.3 0.014
H -1.3203 -9.7502 4.9151 0.4 0.2 0.3 0.213
H -0.6195 -8.0739 4.6963 -0.3 -0.2 -0.1 -0.100
H -0.6202 -7.8297 1.8430 -0.1 -0.4 0.1 0.428
H -2.2969 -7.7879 1.2772 -0.2 -0.6 0.2 0.559
H -1.0612 -6.0623 3.4213 -0.2 -0.2 0.4 -0.588
H -2.0814 -5.7672 2.0429 -0.3 0.5 0.4 0.758
H -2.8737 -6.3881 4.7257 -0.6 -0.3 0.3 -0.478
H -4.0874 -6.2300 3.4326 0.2 0.2 0.0 0.566
H -3.5650 -8.7126 4.6610 -0.3 0.0 -0.1 0.385
H -4.1286 -8.5994 2.9528 0.0 0.3 0.2 0.397
C 2.0275 -9.4088 15.3749 -1.2 0.6 -0.6 -1.455
C 2.0908 -8.4205 14.1325 -0.3 0.0 0.6 -0.400
C 1.0729 -8.6095 12.9651 1.5 -0.7 0.8 -0.729
N 1.3890 -7.8187 11.6473 -0.4 -0.1 -1.3 0.903
C 0.2287 -8.1290 10.7249 0.5 -1.0 0.2 -1.865
C 2.6540 -8.3657 10.9331 0.5 -0.2 1.4 -0.340
C 3.5954 -7.1713 10.6741 1.0 -0.9 0.2 -0.233
C 3.1764 -6.1130 11.6417 -1.5 1.0 0.9 -0.735
C 1.6473 -6.3047 11.6776 -0.1 0.7 0.5 -0.167
H 1.0550 -9.4086 15.8672 0.1 0.2 0.1 0.379
H 2.8008 -9.1291 16.0904 -0.1 0.1 -0.1 0.397
H 2.2095 -10.4481 15.1013 0.1 0.1 -0.4 0.381
H 3.1430 -8.6142 13.9241 0.0 0.5 -1.2 0.285
H 1.9533 -7.3707 14.3915 0.4 0.0 0.7 0.347
H 0.0251 -8.4725 13.2321 0.2 0.8 0.1 0.552
H 1.0964 -9.6849 12.7893 0.1 0.0 -1.1 0.407
H 0.2202 -9.2179 10.6782 -0.5 -0.1 0.3 0.461
H 0.4430 -7.8756 9.6866 -0.2 0.8 0.2 0.435
H -0.6949 -7.7664 11.1762 0.1 0.1 -0.4 0.451
H 2.4139 -8.9828 10.0673 -0.3 0.5 0.0 0.008
H 3.0131 -9.0448 11.7064 0.7 0.1 -0.3 0.571
H 3.6151 -6.8721 9.6262 -0.5 0.1 0.1 -0.099
H 4.6326 -7.3664 10.9469 0.0 -0.7 -0.3 0.473
H 3.4851 -5.1017 11.3769 -0.4 0.1 -0.5 0.442
H 3.5866 -6.1540 12.6508 0.1 -0.9 0.0 0.373
H 1.2296 -5.8329 10.7882 0.0 -0.7 -0.5 -0.363
H 1.0871 -5.7795 12.4512 0.3 -0.5 0.7 0.477
C 2.8512 -9.0835 2.6536 3.6 2.1 -1.3 0.513
F 1.8026 -8.3112 2.2869 -0.1 -1.4 0.2 -0.149
F 2.7549 -9.4974 3.8960 -0.7 -0.6 -0.2 -0.176
F 3.1381 -10.1024 1.7983 -1.4 1.4 1.3 -0.219
S 4.4810 -7.8842 2.6048 2.0 -3.2 -0.4 0.934
O 4.3925 -6.9933 3.7742 -0.6 0.7 -0.1 -0.652
O 5.5463 -8.8907 2.6967 -1.7 1.5 0.2 -0.646
O 4.5299 -7.1701 1.3163 -1.1 0.5 0.6 -0.908
C -3.8417 -10.0786 9.4641 0.0 -3.7 -1.3 0.474
F -4.7849 -9.2522 9.0860 0.3 1.1 0.2 -0.200
F -3.0964 -9.6580 10.4768 -0.2 0.7 0.2 -0.160
F -4.5031 -11.2284 9.8587 1.3 1.5 -0.4 -0.216
S -2.6745 -10.5356 7.9391 -0.7 -2.0 -3.8 1.283
O -3.5597 -11.1273 6.8914 1.0 1.0 2.8 -0.696
O -1.9955 -9.3750 7.3814 -0.5 1.2 1.2 -0.633
O -1.6433 -11.4744 8.4387 -1.0 0.3 1.0 -1.070
P 1.3250 -6.8366 6.7267 -0.9 -2.5 -1.1 1.516
F 1.5446 -7.9952 5.6274 -0.9 -0.6 0.0 -0.264
F 1.9246 -7.7859 7.8911 1.1 0.2 0.6 -0.257
F 2.8000 -6.4270 6.2674 0.7 1.9 0.7 -0.404
F 1.2251 -5.6204 7.8001 -0.3 0.1 -0.2 -0.357
F 0.6113 -5.9073 5.5759 0.2 0.0 0.9 -0.525
F -0.1026 -7.5574 7.1588 0.4 2.0 -0.6 -0.123
```
Positions in Å, forces in eV/Å.

As for the total charge: +4. The LUMO energy comes out at -9.318 eV. The value obtained for the electronic energy is -135242.2355 eV. The HOMO energy is -16.243 eV. The value obtained for the gap between HOMO and LUMO is 6.9254 eV. The calculation puts the molar mass at 1124.23 g mol⁻¹.


2.
Molecular formula: C24H29BiFN5O11Se
Method: DFT, ωB97M-V/def2-TZVPD

Structure (XYZ):
```
72
Properties=species:S:1:pos:R:3:forces:R:3:mulliken_charge:R:1
Bi 0.7481 -0.8613 1.1441 0.2 0.0 -0.6 1.294
O -0.8122 -4.7039 1.7658 0.2 0.0 -0.2 -0.673
C 0.0517 -3.9675 1.3171 0.0 0.0 -0.1 0.075
O 0.5717 -2.9649 1.9737 0.1 -0.1 -0.2 -0.863
C 0.5790 -4.2128 -0.0969 0.0 0.2 -0.1 0.131
C 2.0010 -3.6889 -0.3411 0.0 -0.1 -0.2 -0.019
C 2.5851 -4.3388 -1.5978 -0.1 0.1 0.0 -1.060
C 1.7784 -3.6249 -2.7151 0.0 0.0 0.1 -1.009
C 0.9064 -2.6591 -1.9064 0.1 -0.2 0.0 -0.145
O 1.7738 -2.3275 -0.7911 -0.1 0.0 0.1 -0.560
C -0.2226 -3.4382 -1.2141 0.1 0.0 0.2 -0.232
C -1.3223 -2.5265 -0.6936 -0.1 0.1 0.0 -0.057
O -2.4802 -2.7236 -1.0085 0.2 0.1 0.0 -0.728
O -0.9907 -1.5076 0.0783 0.1 -0.3 -0.3 0.512
H 0.5161 -5.2846 -0.2621 0.0 -0.1 -0.1 0.604
H 2.6459 -3.6912 0.5321 0.0 0.1 0.0 0.636
H 3.6486 -4.1218 -1.6758 0.0 0.0 0.0 0.371
H 2.4536 -5.4199 -1.5922 0.0 0.0 0.0 0.388
H 2.4307 -3.0720 -3.3882 0.0 0.0 0.0 0.324
H 1.1720 -4.3087 -3.3073 0.0 0.0 0.0 0.413
H 0.5943 -1.7551 -2.4133 0.0 0.1 0.0 0.672
H -0.7119 -4.1201 -1.9010 0.0 -0.1 0.0 0.544
C -1.6327 -3.1338 4.0520 0.1 0.0 0.2 -0.783
N -2.5189 -2.5906 3.0259 -0.1 0.1 0.2 0.380
C -3.5528 -3.2781 2.4317 0.2 0.0 0.0 -0.418
C -4.0976 -2.4566 1.5103 0.1 0.1 -0.1 -0.625
N -3.3856 -1.2789 1.5500 -0.4 0.3 0.2 0.301
C -3.6291 -0.1374 0.6724 0.0 -0.2 0.0 -0.919
C -2.4365 -1.3625 2.4933 0.3 -0.3 -0.4 -0.211
Se -1.1052 -0.0777 2.8753 -0.7 0.3 0.7 -0.201
H -2.1225 -3.9920 4.5019 0.0 0.0 0.0 0.308
H -1.4429 -2.3747 4.8039 -0.1 0.1 0.1 0.367
H -0.6970 -3.4406 3.5939 -0.2 0.1 0.2 0.204
H -3.7758 -4.3010 2.6791 0.0 0.1 0.0 0.447
H -4.8822 -2.6268 0.7940 0.1 0.1 0.0 0.476
H -4.7023 0.0329 0.6114 0.0 0.0 0.0 0.391
H -3.2245 -0.3527 -0.3131 0.0 -0.1 0.0 0.311
H -3.1373 0.7356 1.0877 0.0 0.0 0.0 0.258
F -0.4983 3.2012 -6.4669 0.0 0.0 -0.1 -0.318
C 0.4154 2.6944 -5.6329 -0.1 0.0 0.0 0.194
C 0.3100 2.8719 -4.3160 0.0 0.0 0.2 0.121
N 1.2424 2.3888 -3.4268 0.0 0.1 0.0 0.220
C 1.0176 2.4454 -1.9951 -0.1 -0.2 0.0 -1.301
C 0.3910 1.1392 -1.4656 -0.1 0.0 -0.1 0.709
O -0.0859 0.3508 -2.2665 0.1 0.0 0.2 -0.668
O 0.4352 1.0487 -0.1791 0.1 0.0 -0.1 -0.551
C 2.2923 1.5971 -3.8518 -0.1 -0.1 0.1 0.447
O 3.0849 1.0867 -3.0859 -0.1 0.1 -0.2 -0.627
N 2.3655 1.4383 -5.2212 0.0 0.1 -0.1 -0.057
C 1.5062 1.9267 -6.2101 0.2 -0.1 0.0 0.314
O 1.6933 1.6993 -7.3821 0.0 0.0 0.1 -0.616
H -0.5287 3.4117 -3.8990 0.0 0.0 0.0 0.368
H 0.3486 3.2764 -1.7771 0.0 0.1 0.0 0.411
H 1.9655 2.5979 -1.4873 0.0 0.1 0.0 0.321
H 3.1285 0.8646 -5.5452 0.1 0.0 0.0 0.226
O 2.6743 3.1200 3.4994 0.0 0.1 -0.1 -0.558
C 1.6674 2.5224 2.8864 0.0 -0.2 0.1 -0.020
O 1.4970 1.3238 2.9704 -0.1 0.1 -0.2 -0.564
C 0.7360 3.4580 2.1150 0.0 0.1 0.2 1.614
N 1.3468 4.7947 1.9888 0.0 -0.1 0.1 -0.594
C 0.3754 5.8223 2.3988 0.1 -0.1 0.1 -0.659
C -0.4364 5.1088 3.4691 0.0 0.0 -0.1 -0.770
C -0.5766 3.6929 2.9016 0.0 0.0 0.0 -0.564
H 0.5352 2.9670 1.1650 0.0 0.0 -0.1 -0.604
H 1.7341 4.9575 1.0712 0.0 0.0 -0.1 0.212
H 2.6119 4.0535 3.1861 0.0 0.1 0.1 0.446
H -0.2745 6.1322 1.5740 0.0 0.0 -0.1 0.313
H 0.8929 6.7047 2.7736 0.0 0.0 0.0 0.373
H -1.4003 5.5865 3.6360 0.0 0.0 0.0 0.408
H 0.1092 5.0985 4.4150 0.0 0.0 0.0 0.277
H -1.4229 3.6388 2.2167 0.0 0.0 0.0 0.328
H -0.7263 2.9333 3.6652 -0.1 0.0 0.0 0.269
```
Positions in Å, forces in eV/Å.

The LUMO energy comes out at 0.183 eV. The value obtained for the electronic energy is -129239.5337 eV. The relative energy (zero: lowest compared OMol25 entry of this formula, charge and spin) comes out at 20.1 kJ/mol. The HOMO energy is -8.685 eV. The value obtained for the gap between HOMO and LUMO is 8.8681 eV. The calculation puts the molar mass at 870.46 g mol⁻¹.


> LUMO energy of number 2 (C24H29BiFN5O11Se)?

0.183 eV